39
Properties=species:S:1:pos:R:3:forces:R:3 method="wB97M-V/def2-TZVPD" multiplicity=1 e_above_lowest_kj_mol=0.0 energy_ha=-2225.424740 orbital_gap_ev=11.3 e_lumo_ev=0.15
S 0.6625 -2.8632 -1.0734 2.115 -2.029 -1.758
S -1.6547 -0.0101 -3.6624 -2.806 -1.503 -2.985
S 1.4877 1.3463 4.0026 -0.283 0.837 4.164
O 2.4433 0.9608 5.0546 -0.736 -0.091 -2.368
O 1.2932 -4.1482 -0.7425 -1.756 2.073 0.398
O -0.9566 -3.0253 -1.2208 2.121 -0.044 1.533
O 0.2387 1.8258 4.5919 0.790 -1.128 -1.936
O -0.1482 0.1531 -4.2710 -1.356 0.476 1.156
O 1.1879 -2.3153 -2.3294 -1.237 0.211 1.554
O -1.7924 -1.4297 -3.3624 0.637 0.761 0.647
O -2.6090 0.4070 -4.6955 1.710 0.426 1.886
O 2.1225 2.5993 3.2260 -0.017 -0.772 -0.388
C 0.9024 -1.7371 0.3324 -0.921 0.010 0.506
C 0.3748 0.4465 -1.0589 0.543 0.333 -0.446
C -1.6797 1.1128 0.3161 0.803 0.090 -0.339
C 0.7023 0.5897 1.3989 -0.650 0.876 -0.677
C 1.1602 -0.2102 0.1165 -1.989 0.022 0.265
C -0.8529 0.7023 1.5468 -0.131 -0.505 0.649
C -1.1664 0.3758 -0.9527 0.558 0.376 0.402
C 1.3459 0.0881 2.7054 0.835 0.827 -0.769
C -1.8486 0.9815 -2.1781 0.446 0.320 0.366
H 0.8900 -0.7818 3.1520 -0.506 -0.064 0.306
H -1.2443 -0.2770 1.8919 0.217 0.333 -0.064
H -1.0840 -2.8257 -2.1437 -0.741 0.523 -1.351
H 1.0511 1.6314 1.1783 -0.001 -0.773 0.399
H -1.4332 1.9622 -2.4426 -0.097 -0.069 0.140
H -2.9260 1.1147 -1.9103 0.651 -0.375 -1.051
H 1.7866 -2.1792 0.8013 -0.251 -0.072 0.024
H -0.0654 -0.7349 -4.6515 0.611 -0.231 -0.138
H -1.0645 1.4114 2.3720 0.147 -0.419 -0.338
H 0.6477 1.5251 -1.0817 -0.044 -0.446 0.139
H 0.0043 -1.9181 0.9988 0.997 0.123 -0.731
H -1.6043 2.2075 0.1721 0.047 -0.367 -0.064
H -2.7452 0.8908 0.4921 0.377 0.033 -0.046
H 2.3753 -0.2141 2.4703 0.003 0.298 0.360
H 2.2182 -0.0572 -0.0330 0.324 0.034 -0.114
H 0.7445 0.0562 -2.0315 -0.373 0.013 0.718
H 2.6900 3.0035 3.8986 0.205 0.194 -0.026
H -1.4535 -0.6651 -0.8771 -0.239 -0.300 -0.022